(1)
A 9-piece molecular cluster, C36H99N9O9 overall in a non-equilibrium geometry, computed with ωB97M-V/def2-TZVPD.

Geometry (Å):
C -0.9023 -0.3268 -0.5136
C 0.2179 0.5953 0.0296
C 0.9826 0.0612 1.2146
O 1.4388 -1.3460 1.1444
C 2.4740 -1.7606 0.2398
N 1.0909 0.9600 -1.0949
H -1.4757 0.0859 -1.3436
H -1.5496 -0.5695 0.3291
H -0.5183 -1.2993 -0.8218
H -0.3725 1.4307 0.4061
H 0.3372 0.3550 2.0424
H 1.9055 0.6238 1.3555
H 2.3157 -2.8376 0.1832
H 3.4717 -1.5514 0.6258
H 2.2963 -1.3884 -0.7691
H 0.4543 1.3001 -1.8014
H 1.6071 0.1828 -1.4818
C -0.7017 4.8429 0.2761
C -0.5356 5.3633 -1.1674
C -1.3982 4.5422 -2.2633
O -0.7904 3.2731 -2.4143
C -1.9518 2.4380 -2.6990
N -0.9863 6.7527 -1.2389
H -0.0449 5.4677 0.8813
H -0.4934 3.7735 0.3102
H -1.7261 4.9472 0.6335
H 0.5127 5.3869 -1.4650
H -1.4590 5.0088 -3.2465
H -2.4250 4.5615 -1.8982
H -2.6233 2.6826 -3.5220
H -2.4628 2.2955 -1.7468
H -1.5802 1.4819 -3.0676
H -0.8915 7.1604 -2.1581
H -0.6929 7.4684 -0.5895
C -3.0689 -1.6140 -3.2239
C -3.7058 -2.4681 -4.3546
C -3.7290 -1.8786 -5.7373
O -4.0578 -2.8343 -6.6886
C -3.9010 -2.4581 -7.9928
N -2.8561 -3.7158 -4.2927
H -1.9793 -1.5961 -3.2496
H -3.5245 -1.9241 -2.2835
H -3.5233 -0.6429 -3.4200
H -4.6713 -2.8320 -4.0032
H -2.7558 -1.4674 -6.0055
H -4.4366 -1.0496 -5.7407
H -2.8650 -2.6720 -8.2554
H -4.3119 -1.4815 -8.2487
H -4.4670 -3.2273 -8.5183
H -1.8637 -3.5424 -4.3640
H -3.1432 -4.1445 -5.1609
C 7.4620 -6.0034 4.5363
C 6.4035 -6.9641 3.9744
C 6.3057 -7.0611 2.4865
O 5.9864 -5.8260 1.9094
C 4.7009 -5.2874 2.0910
N 6.5552 -8.2686 4.5433
H 7.2419 -4.9813 4.2283
H 8.4088 -6.3545 4.1261
H 7.4384 -5.9796 5.6258
H 5.4115 -6.7542 4.3746
H 5.6092 -7.8732 2.2777
H 7.2349 -7.3754 2.0112
H 4.7826 -4.5678 2.9055
H 3.9080 -5.9666 2.4041
H 4.2974 -4.6763 1.2836
H 7.3843 -8.7505 4.2263
H 5.8542 -8.9377 4.2589
C -1.0656 -1.4294 4.1537
C -2.2483 -1.4528 3.1350
C -2.1800 -2.5653 2.0782
O -3.0161 -2.5627 0.9751
C -3.0100 -3.7985 0.2235
N -3.3543 -1.7479 4.0327
H -0.9681 -2.3286 4.7621
H -1.0869 -0.6969 4.9607
H -0.0585 -1.3137 3.7532
H -2.4152 -0.4713 2.6912
H -2.3658 -3.4801 2.6410
H -1.1807 -2.5847 1.6432
H -3.8233 -4.4946 0.4283
H -2.0132 -4.2350 0.1608
H -3.1696 -3.4192 -0.7859
H -4.1764 -2.1493 3.6047
H -3.6749 -0.8117 4.2349
C 4.2319 4.3962 -1.5500
C 3.9166 3.5683 -0.3282
C 4.1507 2.0497 -0.3677
O 5.5759 1.7805 -0.5434
C 5.9880 0.5011 -0.1836
N 4.7234 4.1777 0.7679
H 5.1130 4.0561 -2.0942
H 4.2434 5.4859 -1.5725
H 3.3595 4.2187 -2.1788
H 2.8690 3.7351 -0.0773
H 3.6469 1.6176 -1.2322
H 3.7065 1.6266 0.5333
H 7.0643 0.3977 -0.0460
H 5.9358 -0.1445 -1.0603
H 5.4411 0.1141 0.6762
H 4.7325 5.1845 0.6883
H 5.6827 3.8757 0.6754
C -4.2806 0.9943 0.1167
C -5.2569 1.0828 1.2348
C -5.4210 2.5259 1.7325
O -4.2929 2.9931 2.3795
C -4.4122 4.2989 2.9450
N -6.5333 0.5244 0.6770
H -4.4028 1.8112 -0.5944
H -4.1693 -0.0362 -0.2206
H -3.3059 1.3015 0.4958
H -4.9591 0.4921 2.1011
H -6.2117 2.6602 2.4707
H -5.8282 3.0401 0.8619
H -4.3770 4.0578 4.0074
H -5.2920 4.9261 2.8015
H -3.5260 4.8810 2.6921
H -7.3086 0.7337 1.2895
H -6.4785 -0.4675 0.8590
C 0.1281 -2.1695 -6.3543
C 0.5049 -1.4400 -5.0780
C 0.9992 -2.4202 -3.8869
O 0.0861 -3.5173 -3.7458
C 0.4178 -4.5102 -2.7754
N 1.5437 -0.4866 -5.3342
H -0.3763 -1.5524 -7.0979
H -0.5550 -2.9662 -6.0599
H 1.0106 -2.5982 -6.8291
H -0.3305 -0.8948 -4.6386
H 1.1589 -1.8672 -2.9613
H 1.9699 -2.8304 -4.1655
H -0.1923 -5.4134 -2.7642
H 0.3295 -4.0433 -1.7944
H 1.4625 -4.8051 -2.8738
H 2.4782 -0.8551 -5.4390
H 1.3845 0.0729 -6.1598
C 0.5043 2.5476 3.9385
C 0.3341 4.1247 3.9038
C -0.9026 4.5911 4.7607
O -1.1347 5.9416 4.3659
C -2.1067 6.6593 5.1226
N 1.6538 4.5947 4.4717
H 1.3085 2.2690 3.2574
H -0.3700 1.9879 3.6061
H 0.7347 2.0675 4.8896
H 0.1968 4.5386 2.9048
H -0.7582 4.6160 5.8407
H -1.7079 3.9020 4.5061
H -1.8387 6.9582 6.1360
H -3.0656 6.1421 5.0898
H -2.2843 7.5668 4.5455
H 1.6854 4.4875 5.4755
H 1.5653 5.5984 4.4029

Properties
**Net charge**: +1
**Expectation value of S²**: 0.75
**Multiplicity**: 2
**Energy above the lowest of the compared OMol25 structures with the same formula, charge and spin**: 60.5 kcal/mol
**E_HOMO (alpha / beta)**: -10.276 / -10.276 eV

Atomic partial charges in e from the Mulliken method, atoms 1 to 8: atom 1 (C): 0.935, atom 2 (C): 1.778, atom 3 (C): 0.299, atom 4 (O): -0.407, atom 5 (C): -0.216, atom 6 (N): 0.177, atom 7 (H): -0.458, atom 8 (H): -0.696



(2)
An isolated molecule of C6H8N2O2S in a non-equilibrium geometry, computed with ωB97M-V/def2-TZVPD.

Geometry (Å):
N 3.2138 -1.5229 -0.0255
C 2.2617 -0.5239 -0.0154
C 2.6146 0.8523 0.0043
C 1.6914 1.8620 0.0711
C 0.3630 1.5884 -0.0647
C -0.0001 0.2209 -0.0561
S -1.7704 -0.1138 -0.1491
N -2.1157 -0.8476 1.2893
O -1.9942 -1.1474 -1.1108
O -2.4514 1.1692 -0.1267
C 0.9343 -0.8242 -0.1306
H 4.1853 -1.1275 0.3017
H 2.8867 -2.3983 0.3163
H 3.5249 1.0745 0.0706
H 2.0399 2.8679 0.1729
H -0.5071 2.3930 0.2232
H -1.9089 -1.7278 1.5390
H -1.9355 -0.1565 2.1120
H 0.7310 -1.7395 -0.1480

Properties
**Multiplicity**: 1
**Energy above the lowest of the compared OMol25 structures with the same formula, charge and spin**: 65.9 kcal/mol
**E_HOMO**: -8.615 eV
**SMILES**: Nc1cccc(S(N)(=O)=O)c1

Atomic partial charges in e from the natural (NBO) method, atoms 1 to 8: atom 1 (N): -0.802, atom 2 (C): 0.205, atom 3 (C): -0.238, atom 4 (C): -0.187, atom 5 (C): -0.237, atom 6 (C): -0.292, atom 7 (S): 2.303, atom 8 (N): -1.076



(3)
A 18-piece molecular cluster, C12H63N3O18 overall in a non-equilibrium geometry, computed with ωB97M-V/def2-TZVPD.

Geometry (Å):
C 3.8364 -1.6234 -0.7974
C 2.8249 -0.4628 -1.1531
C 1.4157 -0.6494 -0.6892
O 0.9685 -1.8764 -1.0635
C -0.3453 -2.0568 -0.7041
N 3.4090 0.7675 -0.5839
H 4.0430 -1.9117 0.2332
H 4.7315 -1.3857 -1.3723
H 3.4023 -2.5348 -1.2084
H 2.7050 -0.4416 -2.2363
H 0.7998 0.2247 -0.9007
H 1.3072 -0.5042 0.3857
H -0.6708 -3.0549 -0.9974
H -1.0644 -1.3885 -1.1779
H -0.4506 -2.0212 0.3802
H 3.3475 0.7071 0.4224
H 2.8186 1.5783 -0.7028
C -3.5325 2.4249 -3.5518
C -3.5871 3.9110 -3.2551
C -4.8341 4.7215 -3.7591
O -4.8954 4.7399 -5.1789
C -5.9518 5.5662 -5.7375
N -3.4361 3.9865 -1.8090
H -3.5668 2.2250 -4.6227
H -4.3309 1.9020 -3.0251
H -2.6246 1.8879 -3.2773
H -2.8019 4.4385 -3.7966
H -4.7069 5.7861 -3.5628
H -5.7384 4.3570 -3.2718
H -6.9492 5.1997 -5.4947
H -5.7455 5.6551 -6.8041
H -6.0131 6.6055 -5.4148
H -3.4639 4.9391 -1.4745
H -4.1997 3.5567 -1.3068
C -3.3171 0.6834 3.7566
C -3.6651 -0.1520 5.0108
C -5.1536 -0.4596 5.2427
O -5.4871 -1.2576 6.3917
C -5.1200 -0.6751 7.6983
N -2.8729 -1.3999 4.9130
H -2.2714 0.8792 3.5196
H -3.8181 1.6514 3.7607
H -3.6853 0.1699 2.8683
H -3.2330 0.2795 5.9137
H -5.5886 -0.9576 4.3761
H -5.7362 0.4607 5.2815
H -4.0456 -0.4921 7.7113
H -5.3821 -1.1873 8.6240
H -5.7428 0.2139 7.7976
H -3.2218 -1.8425 5.7512
H -3.2786 -1.9823 4.1944
O 0.2073 -2.3569 -4.9983
H -0.4585 -3.0340 -5.1187
H 0.1651 -2.1420 -4.0665
O -3.3111 -7.0920 -1.8350
H -2.7729 -6.6151 -2.4669
H -2.7315 -7.2367 -1.0871
O 2.2286 -0.1981 -7.1036
H 2.1125 -0.3893 -8.0343
H 1.7068 -0.8635 -6.6550
O 2.2664 -5.7679 1.6580
H 1.9964 -5.0470 2.2268
H 3.2088 -5.8493 1.8048
O 5.7557 -5.8078 2.5860
H 5.9460 -5.8641 3.5224
H 6.6157 -5.8113 2.1658
O 5.3685 1.3055 -6.1807
H 6.0339 0.9355 -6.7608
H 4.5672 0.8305 -6.4009
O 1.4441 3.9197 2.8022
H 0.8875 4.5511 3.2580
H 1.5307 4.2718 1.9163
O 2.7193 0.3634 4.0962
H 2.2421 1.1747 3.9221
H 3.2560 0.5607 4.8639
O 0.9818 4.5025 -0.9259
H 1.0204 5.3629 -1.3436
H 0.0583 4.2549 -0.9713
O -4.7027 -4.5540 1.9087
H -4.0783 -5.1733 1.5307
H -5.3730 -4.4470 1.2338
O 6.8380 1.9947 -2.7809
H 6.4044 1.9054 -3.6296
H 6.1302 1.9203 -2.1408
O 4.9560 4.8222 3.4350
H 4.0370 4.5546 3.4399
H 4.9860 5.5665 2.8339
O 5.6378 -7.3722 -2.8485
H 6.0057 -6.5346 -3.1304
H 6.3787 -7.9779 -2.8665
O 1.1849 -3.1960 4.2722
H 0.2393 -3.0476 4.2732
H 1.5642 -2.3265 4.1444
O 7.5990 2.1528 1.4426
H 7.0682 1.9414 0.6746
H 6.9988 2.6119 2.0302

Properties
**Multiplicity**: 1
**E_HOMO**: -9.506 eV

Atomic partial charges in e from the Mulliken method, atoms 1 to 8: atom 1 (C): -1.363, atom 2 (C): 0.449, atom 3 (C): -0.769, atom 4 (O): -0.322, atom 5 (C): -0.818, atom 6 (N): -0.623, atom 7 (H): 0.322, atom 8 (H): 0.343



Q: Which value of multiplicity does entry 3 give?
A: 1